1.
A structure of composition C51H56BrGe2N4O2S4TeTi. Source: the Open Molecules 2025 dataset; level of theory: ωB97M-V with the def2-TZVPD basis set.

Results
net charge: -2
energy relative to the best compared isomer or geometry (same formula, charge and spin): 0.3 kcal per mole
lowest unoccupied orbital energy (alpha / beta): 3.086 / 3.079 eV
orbital gap (alpha / beta): 3.6247 / 3.5971 eV
calculated total energy: -320684.2685 eV
spin multiplicity: 2

Element x y z (Å)
Ti (-8.95844, -16.81808, -0.54544)
C (-13.04557, -19.39876, 7.07311)
C (-13.56151, -19.11225, 5.70045)
C (-13.60589, -17.81134, 5.21424)
C (-14.02939, -17.46237, 3.92117)
C (-14.12192, -16.02859, 3.49544)
C (-14.41959, -18.52401, 3.08640)
C (-14.43379, -19.84248, 3.55349)
C (-14.95454, -20.93742, 2.65707)
C (-14.03032, -20.12425, 4.83327)
C (-14.88939, -18.20745, 1.70517)
C (-16.14062, -17.50442, 1.60252)
C (-16.64247, -17.03223, 0.39553)
C (-15.89703, -17.33087, -0.75108)
C (-14.68216, -18.00345, -0.68312)
C (-14.09848, -18.40697, 0.55662)
Ge (-12.17163, -18.90013, 0.59921)
S (-11.18405, -17.04916, -0.11944)
S (-11.09323, -19.43110, 2.51950)
Ge (-10.02303, -20.75176, 1.00039)
S (-7.19319, -18.46380, -0.34046)
S (-11.86761, -20.93473, -0.29039)
C (-9.55122, -22.57017, 1.82020)
C (-8.94414, -22.63907, 3.07514)
C (-8.78771, -23.86367, 3.75980)
C (-9.19210, -25.04519, 3.17565)
C (-9.69250, -24.99540, 1.88074)
C (-9.93058, -23.77561, 1.23174)
C (-10.58713, -23.81053, -0.10933)
C (-9.83560, -23.46252, -1.26436)
C (-8.38140, -23.02814, -1.15549)
C (-10.50118, -23.52065, -2.49473)
C (-11.79413, -24.05879, -2.64078)
C (-12.40173, -24.21429, -4.01976)
C (-12.41925, -24.56404, -1.49249)
C (-11.90092, -24.39228, -0.21036)
C (-12.65941, -24.84186, 0.99667)
C (-8.43693, -21.41761, 3.73414)
C (-8.99981, -21.08497, 4.96901)
C (-10.15420, -21.85662, 5.58215)
C (-8.45471, -19.97612, 5.64397)
C (-7.53729, -19.11094, 5.03299)
C (-7.00963, -17.88919, 5.77345)
C (-7.00183, -19.45701, 3.77589)
C (-7.36207, -20.65961, 3.15773)
C (-6.58518, -21.21637, 1.99850)
C (-13.98205, -18.16598, -2.01192)
C (-14.01324, -19.39503, -2.68734)
C (-15.01352, -20.49258, -2.29598)
C (-13.19095, -19.56884, -3.80492)
C (-12.40452, -18.50915, -4.29526)
C (-11.34713, -18.75363, -5.36209)
C (-12.61406, -17.22775, -3.75589)
C (-13.41734, -17.03534, -2.62726)
C (-13.69059, -15.66002, -2.09036)
H (-13.56768, -20.22789, 7.56225)
H (-13.11184, -18.48440, 7.69273)
H (-11.97103, -19.65093, 7.00117)
H (-13.32019, -17.01169, 5.91556)
H (-13.35398, -15.43143, 3.98607)
H (-15.07767, -15.56019, 3.71263)
H (-13.93883, -15.88295, 2.43963)
H (-15.89474, -20.69966, 2.14790)
H (-15.14912, -21.79842, 3.30214)
H (-14.23327, -21.20517, 1.86231)
H (-14.19080, -21.13611, 5.22856)
H (-16.67684, -17.32996, 2.54280)
H (-17.57681, -16.45999, 0.36844)
H (-16.27495, -17.03939, -1.73471)
H (-8.37248, -23.83111, 4.76128)
H (-9.10020, -25.99593, 3.71228)
H (-9.96134, -25.91642, 1.35122)
H (-7.78916, -23.51070, -0.37452)
H (-8.29042, -21.97921, -1.01179)
H (-7.89187, -23.25225, -2.12628)
H (-9.98578, -23.14539, -3.37567)
H (-12.05578, -23.41039, -4.72061)
H (-13.49801, -24.23644, -3.99799)
H (-12.05824, -25.10682, -4.52628)
H (-13.37528, -25.10947, -1.59379)
H (-13.69206, -25.03090, 0.73276)
H (-12.61803, -24.05529, 1.77407)
H (-12.24488, -25.77603, 1.42633)
H (-9.84291, -22.85842, 5.82216)
H (-11.00761, -21.89052, 4.90525)
H (-10.45635, -21.41452, 6.52920)
H (-8.92663, -19.73058, 6.60267)
H (-7.82386, -17.24311, 6.15746)
H (-6.35853, -17.33167, 5.10045)
H (-6.39306, -18.17312, 6.65165)
H (-6.24952, -18.77059, 3.36112)
H (-5.66640, -20.59266, 1.88799)
H (-7.08858, -21.19383, 1.03186)
H (-6.29223, -22.24818, 2.23426)
H (-15.95455, -20.07808, -1.90084)
H (-14.58499, -21.10242, -1.49226)
H (-15.26889, -21.14688, -3.13740)
H (-13.14600, -20.50260, -4.35032)
H (-11.34453, -19.76436, -5.73897)
H (-10.35144, -18.54547, -4.94455)
H (-11.53084, -18.09836, -6.21854)
H (-12.13530, -16.33136, -4.18664)
H (-13.23656, -14.95870, -2.79100)
H (-13.14785, -15.54565, -1.11946)
H (-14.74372, -15.35794, -1.98057)
O (-8.75398, -17.17217, 1.61719)
H (-9.41941, -17.81540, 1.97316)
H (-7.84072, -17.45234, 1.86612)
Br (-8.90282, -15.99964, -2.94864)
O (-9.17544, -19.46673, -2.40213)
C (-8.98110, -18.55066, -1.70531)
N (-6.80557, -11.80131, 1.02481)
C (-8.12952, -11.67344, 1.04128)
N (-8.65772, -10.54889, 1.59840)
N (-9.01093, -12.56875, 0.53775)
C (-8.70702, -13.74641, 0.22122)
N (-8.67782, -14.89943, -0.02606)
H (-6.23597, -11.14821, 1.54622)
H (-6.44090, -12.67681, 0.66247)
H (-8.07137, -9.71040, 1.58413)
H (-9.65521, -10.45874, 1.38885)
Te (-5.60557, -16.76989, -0.25245)

Atomic partial charges in e from the Löwdin method, atoms 1 to 99: atom 1 (Ti): -0.1749, atom 2 (C): -0.0623, atom 3 (C): -0.2756, atom 4 (C): -0.0207, atom 5 (C): -0.2025, atom 6 (C): -0.0397, atom 7 (C): -0.1672, atom 8 (C): -0.2507, atom 9 (C): -0.0312, atom 10 (C): -0.0253, atom 11 (C): -0.2019, atom 12 (C): -0.0469, atom 13 (C): -0.0773, atom 14 (C): -0.0692, atom 15 (C): -0.2006, atom 16 (C): -0.1912, atom 17 (Ge): 0.0563, atom 18 (S): 0.2931, atom 19 (S): 0.2077, atom 20 (Ge): 0.3691, atom 21 (S): -0.1511, atom 22 (S): 0.2319, atom 23 (C): -0.2427, atom 24 (C): -0.2235, atom 25 (C): -0.0584, atom 26 (C): -0.0929, atom 27 (C): -0.0607, atom 28 (C): -0.2316, atom 29 (C): -0.1719, atom 30 (C): -0.2154, atom 31 (C): -0.0371, atom 32 (C): -0.0198, atom 33 (C): -0.2674, atom 34 (C): -0.0704, atom 35 (C): -0.0353, atom 36 (C): -0.2391, atom 37 (C): -0.0510, atom 38 (C): -0.1603, atom 39 (C): -0.2210, atom 40 (C): -0.0371, atom 41 (C): -0.0218, atom 42 (C): -0.2632, atom 43 (C): -0.0668, atom 44 (C): -0.0111, atom 45 (C): -0.2057, atom 46 (C): -0.0641, atom 47 (C): -0.1643, atom 48 (C): -0.2193, atom 49 (C): -0.0402, atom 50 (C): -0.0134, atom 51 (C): -0.2437, atom 52 (C): -0.0510, atom 53 (C): -0.0144, atom 54 (C): -0.2491, atom 55 (C): -0.0666, atom 56 (H): 0.0737, atom 57 (H): 0.0741, atom 58 (H): 0.0684, atom 59 (H): 0.1134, atom 60 (H): 0.0767, atom 61 (H): 0.0752, atom 62 (H): 0.0775, atom 63 (H): 0.0807, atom 64 (H): 0.0684, atom 65 (H): 0.0679, atom 66 (H): 0.1160, atom 67 (H): 0.1121, atom 68 (H): 0.0952, atom 69 (H): 0.1180, atom 70 (H): 0.1048, atom 71 (H): 0.0934, atom 72 (H): 0.1109, atom 73 (H): 0.0815, atom 74 (H): 0.0319, atom 75 (H): 0.0845, atom 76 (H): 0.1150, atom 77 (H): 0.0805, atom 78 (H): 0.0680, atom 79 (H): 0.0586, atom 80 (H): 0.1124, atom 81 (H): 0.0634, atom 82 (H): 0.0958, atom 83 (H): 0.0754, atom 84 (H): 0.0520, atom 85 (H): 0.0857, atom 86 (H): 0.0558, atom 87 (H): 0.1050, atom 88 (H): 0.0764, atom 89 (H): 0.0641, atom 90 (H): 0.0735, atom 91 (H): 0.1167, atom 92 (H): 0.0871, atom 93 (H): 0.0239, atom 94 (H): 0.0847, atom 95 (H): 0.0713, atom 96 (H): 0.0482, atom 97 (H): 0.0681, atom 98 (H): 0.1024, atom 99 (H): 0.0568

2.
A structure of composition C32H64Co2O28P. Source: the Open Molecules 2025 dataset; level of theory: ωB97M-V with the def2-TZVPD basis set.

Results
net charge: +1
energy relative to the best compared isomer or geometry (same formula, charge and spin): 0.0 kcal per mole
lowest unoccupied orbital energy (alpha / beta): -3.152 / -3.497 eV
orbital gap (alpha / beta): 8.4123 / 8.0960 eV
calculated total energy: -176090.4313 eV
spin multiplicity: 7

Element x y z (Å)
Co (1.20891, 2.73406, 0.54430)
Co (-0.63058, -0.43851, 1.99324)
P (0.67518, 0.16686, 0.25909)
O (0.13175, 1.27919, 1.31433)
O (1.24828, -0.70566, 1.42595)
O (1.44409, 1.15976, -0.61947)
O (-0.77577, -0.33692, 0.03070)
C (-0.43428, 2.43328, 5.57759)
C (0.52480, 2.13523, 4.43220)
O (1.31904, 0.91653, 4.63540)
C (0.77083, -0.30820, 4.42819)
O (-0.29161, -0.61488, 3.92188)
O (1.67548, -1.17641, 5.04954)
C (1.37526, -2.49633, 5.26624)
H (-0.06440, 2.60400, 6.58860)
H (-1.15545, 1.62480, 5.69749)
H (-0.98182, 3.36813, 5.45774)
H (1.24670, 2.95065, 4.38697)
H (-0.00995, 2.09719, 3.48316)
H (1.19434, -2.96872, 4.30072)
H (0.58615, -2.55855, 6.01559)
H (2.23661, -2.96969, 5.73753)
C (-4.24104, -6.69915, 0.11150)
C (-3.99293, -6.74828, -1.42321)
O (-2.98935, -5.82539, -1.79342)
C (-3.28682, -4.55745, -1.93473)
O (-4.44027, -4.07105, -1.76337)
O (-2.19486, -3.90895, -2.35810)
C (-2.21224, -2.54635, -2.69752)
H (-4.89841, -7.54313, 0.32046)
H (-4.68413, -5.73133, 0.34625)
H (-3.32143, -6.78193, 0.69078)
H (-4.87394, -6.67143, -2.06041)
H (-3.57403, -7.71839, -1.69064)
H (-1.29619, -2.16839, -3.15150)
H (-2.38953, -1.97673, -1.78527)
H (-2.96715, -2.44085, -3.47668)
C (-2.70138, 7.16741, -0.77062)
C (-1.41275, 6.30818, -1.00187)
O (-1.94105, 5.10930, -1.60333)
C (-1.41848, 3.89070, -1.46085)
O (-0.40065, 3.57581, -0.86036)
O (-2.26077, 3.06304, -1.98362)
C (-2.07418, 1.67477, -1.94050)
H (-3.37226, 6.91921, 0.05183)
H (-3.30786, 7.30566, -1.66570)
H (-2.28893, 8.13553, -0.48649)
H (-0.91581, 6.10968, -0.05227)
H (-0.55470, 6.66845, -1.56937)
H (-2.72802, 1.12551, -2.61794)
H (-2.39331, 1.29578, -0.96961)
H (-1.03608, 1.40846, -2.13929)
C (4.67881, 5.52026, 3.87809)
C (3.79299, 4.57514, 3.01392)
O (4.36974, 3.28913, 3.17931)
C (3.89801, 2.28467, 2.43493)
O (2.97091, 2.35220, 1.66951)
O (4.49205, 1.17540, 2.84852)
C (4.28226, -0.10252, 2.20718)
H (5.73539, 5.58056, 3.61712)
H (4.62544, 5.20667, 4.92064)
H (4.28848, 6.53534, 3.80491)
H (3.84500, 4.76600, 1.94202)
H (2.78973, 4.67365, 3.42849)
H (3.36995, -0.62722, 2.49087)
H (5.11363, -0.74920, 2.48776)
H (4.16703, -0.10024, 1.12329)
C (-2.21780, -4.62667, 4.46426)
C (-3.14440, -4.22493, 3.34087)
O (-2.40847, -4.49878, 2.09180)
C (-1.49383, -3.59233, 1.64157)
O (-1.29589, -2.46149, 2.07329)
O (-0.91405, -4.16277, 0.60415)
C (0.14076, -3.58521, -0.13094)
H (-1.70432, -3.70197, 4.72762)
H (-1.52322, -5.36746, 4.06817)
H (-2.85193, -4.91662, 5.30206)
H (-3.39833, -3.16801, 3.42167)
H (-4.03627, -4.84445, 3.43506)
H (0.67881, -4.38305, -0.64285)
H (0.82783, -2.96528, 0.44501)
H (-0.31009, -2.87426, -0.82331)
C (0.68163, -4.75849, -5.42062)
C (2.05430, -4.18977, -5.05164)
O (1.99978, -3.88086, -3.65890)
C (2.77422, -2.86439, -3.20142)
O (3.52645, -2.12923, -3.88128)
O (2.54958, -2.74551, -1.90337)
C (3.13599, -1.63283, -1.24393)
H (0.66375, -5.01294, -6.48035)
H (-0.07419, -3.97859, -5.32785)
H (0.24340, -5.52745, -4.78441)
H (2.33788, -3.34817, -5.68362)
H (2.90133, -4.86708, -5.16067)
H (2.98519, -0.70706, -1.79919)
H (4.20326, -1.79641, -1.09468)
H (2.53507, -1.56385, -0.33716)
C (-3.61293, 4.50536, 2.56372)
C (-3.15702, 2.99909, 2.70097)
O (-3.82617, 2.25079, 1.74125)
C (-3.59701, 0.92997, 1.75463)
O (-2.65971, 0.30227, 2.30867)
O (-4.51270, 0.37639, 0.95442)
C (-4.22499, -0.86764, 0.29178)
H (-3.38436, 4.69882, 1.51566)
H (-2.93259, 5.04816, 3.21993)
H (-4.62450, 4.68172, 2.92939)
H (-3.53978, 2.67224, 3.66780)
H (-2.08315, 2.82919, 2.62330)
H (-4.24951, -1.69986, 0.99528)
H (-3.21280, -0.70744, -0.07958)
H (-4.88527, -1.06777, -0.55206)
C (4.70897, 3.89685, -6.77067)
C (4.92190, 2.40192, -6.46877)
O (3.90853, 1.58810, -6.95551)
C (2.73641, 1.21414, -6.34022)
O (1.74518, 0.74967, -6.90998)
O (2.84142, 1.48401, -4.94957)
C (1.79288, 1.31211, -4.04919)
H (4.60357, 4.07879, -7.84020)
H (5.53178, 4.54357, -6.46599)
H (3.84973, 4.29859, -6.23363)
H (5.01110, 2.29148, -5.38806)
H (5.87352, 2.22106, -6.96859)
H (2.12527, 0.95107, -3.07591)
H (1.21096, 0.50878, -4.50097)
H (1.23060, 2.24008, -3.94516)

Atomic partial charges in e from the Löwdin method, atoms 1 to 99: atom 1 (Co): 0.9519, atom 2 (Co): 0.6595, atom 3 (P): 0.1997, atom 4 (O): -0.4500, atom 5 (O): -0.3385, atom 6 (O): -0.3404, atom 7 (O): -0.3294, atom 8 (C): -0.0533, atom 9 (C): -0.1665, atom 10 (O): 0.0511, atom 11 (C): -0.4395, atom 12 (O): 0.0788, atom 13 (O): -0.0106, atom 14 (C): -0.0658, atom 15 (H): 0.0829, atom 16 (H): 0.0820, atom 17 (H): 0.0779, atom 18 (H): 0.1122, atom 19 (H): 0.0804, atom 20 (H): 0.1039, atom 21 (H): 0.1056, atom 22 (H): 0.1045, atom 23 (C): -0.0449, atom 24 (C): -0.1950, atom 25 (O): 0.0395, atom 26 (C): -0.5465, atom 27 (O): 0.0676, atom 28 (O): -0.0159, atom 29 (C): -0.0452, atom 30 (H): 0.0778, atom 31 (H): 0.0679, atom 32 (H): 0.0731, atom 33 (H): 0.1284, atom 34 (H): 0.1212, atom 35 (H): 0.0957, atom 36 (H): 0.0735, atom 37 (H): 0.1068, atom 38 (C): -0.0394, atom 39 (C): -0.1666, atom 40 (O): 0.0386, atom 41 (C): -0.5607, atom 42 (O): 0.0652, atom 43 (O): 0.0616, atom 44 (C): -0.0100, atom 45 (H): 0.0690, atom 46 (H): 0.0831, atom 47 (H): 0.0742, atom 48 (H): 0.1069, atom 49 (H): 0.1270, atom 50 (H): 0.1106, atom 51 (H): 0.0792, atom 52 (H): 0.0925, atom 53 (C): -0.0434, atom 54 (C): -0.1987, atom 55 (O): 0.0497, atom 56 (C): -0.5385, atom 57 (O): 0.0768, atom 58 (O): 0.0555, atom 59 (C): 0.0019, atom 60 (H): 0.0826, atom 61 (H): 0.0830, atom 62 (H): 0.0784, atom 63 (H): 0.1240, atom 64 (H): 0.1135, atom 65 (H): 0.0725, atom 66 (H): 0.1053, atom 67 (H): 0.0887, atom 68 (C): -0.0569, atom 69 (C): -0.1760, atom 70 (O): 0.0131, atom 71 (C): -0.4949, atom 72 (O): 0.0745, atom 73 (O): 0.0369, atom 74 (C): -0.0225, atom 75 (H): 0.0639, atom 76 (H): 0.0964, atom 77 (H): 0.0858, atom 78 (H): 0.1187, atom 79 (H): 0.1238, atom 80 (H): 0.1134, atom 81 (H): 0.0763, atom 82 (H): 0.0753, atom 83 (C): -0.0533, atom 84 (C): -0.2049, atom 85 (O): 0.0155, atom 86 (C): -0.5305, atom 87 (O): 0.0874, atom 88 (O): -0.0090, atom 89 (C): -0.0376, atom 90 (H): 0.0800, atom 91 (H): 0.0669, atom 92 (H): 0.0788, atom 93 (H): 0.1222, atom 94 (H): 0.1262, atom 95 (H): 0.0757, atom 96 (H): 0.1110, atom 97 (H): 0.0497, atom 98 (C): -0.0187, atom 99 (C): -0.2195

Question: Which of these has the lowest calculated total energy?
Answer: C51H56BrGe2N4O2S4TeTi